1.
Computed, not measured: C37H39N5O2SSiSn as an isolated structure, with ωB97M-V/def2-TZVPD.

Positions of all 86 atoms, in Å:
Sn: 0.44167 -0.13532 -1.38435
S: 0.67798 -3.00169 0.06261
Si: 2.46850 -0.54918 1.69108
O: -4.13593 -5.75689 0.53416
O: -6.01540 -4.71437 1.04677
N: -0.16898 -4.61139 -1.82967
N: -0.15934 0.13723 2.50515
N: -0.13038 -5.53367 0.36442
N: -0.09066 2.08786 -0.86063
N: -1.76575 0.00477 -0.44399
C: -2.14808 -0.84857 3.61732
C: -0.99127 -7.73466 0.91253
C: -3.03455 -3.45466 -0.60629
C: -1.35883 2.34120 -0.50142
C: -0.89532 4.66235 -0.22553
C: -4.09671 -3.41236 0.29061
C: -2.24691 1.18284 -0.40807
C: -3.69122 -1.06466 0.63522
C: -0.93247 -1.08716 2.71495
C: 6.51291 -0.47226 2.69300
C: 0.41013 4.40355 -0.60862
C: 1.23099 0.11019 2.93017
C: 0.77333 3.10068 -0.91531
C: -2.29673 -2.31962 -0.87434
C: 2.14572 0.06624 -0.02161
C: 6.70146 0.85227 3.05719
C: 2.88227 -5.29306 1.79684
C: -0.99770 -6.80463 -1.43678
C: 2.55678 -3.14238 2.95170
C: 2.51286 -3.24522 0.51040
C: 4.16558 -0.03429 2.26658
C: -1.33483 1.47145 4.23480
C: -0.89710 1.35957 2.76934
C: -4.43487 -2.20686 0.89154
C: 2.78473 -4.67857 0.59197
C: 2.50637 -2.46203 1.75542
C: -2.60995 -1.12408 -0.23499
C: -0.68476 -6.66752 -0.08347
C: 0.08582 -4.59558 -0.53871
C: 5.63646 1.74066 3.01718
C: 4.38241 1.30112 2.62343
C: -1.80005 3.61117 -0.17764
C: 2.72670 -4.52549 2.96974
C: -0.72265 -5.74936 -2.27647
C: 5.25607 -0.90834 2.30053
C: -4.74388 -4.72784 0.62734
C: -1.78690 0.09480 4.76143
H: -2.97044 -0.42172 3.03301
H: 5.13378 -1.94781 2.01514
H: -0.84993 -8.72711 0.48878
H: -1.78012 1.36327 2.11867
H: 7.67873 1.19289 3.37074
H: -1.26062 -1.51046 1.75678
H: 3.56661 2.01573 2.59360
H: -2.63698 0.20738 5.43344
H: -0.98364 -0.35799 5.34956
H: 1.14272 5.19438 -0.67862
H: -0.37672 -7.61370 1.80126
H: 3.02108 -2.75238 -0.31889
H: 2.33025 1.14311 0.06563
H: 2.75960 -5.03285 3.92701
H: -5.25252 -2.14278 1.59916
H: -3.31522 1.37644 -0.31933
H: -2.13467 2.20936 4.31796
H: -1.49373 -2.35429 -1.60034
H: 2.95416 -0.31448 -0.66225
H: 1.36369 -0.43871 3.87865
H: -6.41152 -3.83619 0.99094
H: -2.79720 -4.39693 -1.07613
H: 3.07173 -6.35442 1.86604
H: 2.51387 -2.60473 3.88979
H: -3.93392 -0.14864 1.15935
H: -2.82739 3.76795 0.12107
H: -0.50102 1.83824 4.83579
H: 7.34292 -1.16517 2.71721
H: -1.45126 -7.71013 -1.81314
H: 5.78358 2.77498 3.29746
H: -0.28438 2.21873 2.48507
H: -2.50152 -1.80546 4.00290
H: -0.28450 -1.83758 3.18058
H: -2.03808 -7.64777 1.21202
H: 2.87250 -5.23536 -0.33246
H: -1.20628 5.66499 0.03362
H: 1.56607 1.13161 3.13834
H: -0.93921 -5.79406 -3.33664
H: 1.78225 2.86794 -1.23172

**Charge**: +2
**E_HOMO**: -12.6031 eV
**Total energy**: -75077.581 eV
**Spin multiplicity**: 1

=====

2.
Computed, not measured: C37H39N8O3RbS3Sb2 as an isolated structure, with ωB97M-V/def2-TZVPD.

Positions of all 93 atoms, in Å:
Sb: -0.64040 2.70739 1.56386
Sb: 2.23890 0.25998 2.71926
Rb: 0.29066 -0.11967 -0.19143
S: -4.59314 -0.48747 2.06027
S: 2.75124 1.50318 -1.16364
S: -4.87717 -2.91330 0.23897
O: 1.94676 0.91893 -2.22481
O: 4.07988 0.93156 -1.05096
O: 2.02291 1.58543 0.11283
N: 1.41999 -2.16368 -1.98099
N: 2.25246 -2.56530 -6.64812
N: 1.28012 -6.87316 2.39086
N: 1.43820 -2.49047 1.71190
N: -3.24640 0.37797 -0.77559
N: -1.49218 2.31717 -1.53703
N: 3.67300 -4.41523 5.02557
N: -4.00059 -0.63815 -0.52652
C: -2.24463 4.23202 -3.40629
C: 2.08883 -4.55024 3.04037
C: 3.08780 2.26988 3.09609
C: 1.62698 -5.80718 2.67451
C: -3.63243 1.29072 -1.60891
C: -1.91472 4.38156 0.95939
C: -0.64787 3.24232 -1.93862
C: 1.73143 -3.43139 2.32802
C: 3.16890 7.48442 -2.16174
C: 3.79483 -2.37717 -2.12693
C: -4.36293 -1.20452 0.56538
C: 2.49388 3.79830 -2.74062
C: 2.94618 -4.45635 4.12756
C: 0.62434 4.64276 4.70685
C: 0.87995 4.15291 2.30217
C: 2.56238 5.16790 -2.93788
C: -1.61165 2.58056 3.50440
C: 2.33578 3.07412 4.06797
C: 2.66101 2.96207 5.41920
C: 3.61305 5.42982 -0.80348
C: -0.96207 4.22470 -2.86772
C: 3.56425 4.06069 -0.61613
C: 2.34515 -2.45697 -5.50889
C: 2.83022 -0.44686 4.70315
C: 3.73388 -2.45471 -3.50378
C: 4.10805 -0.46538 1.93094
C: 3.10542 5.99717 -1.96691
C: 1.29129 3.94483 3.70047
C: -5.08866 -3.55771 1.92134
C: 2.61336 -2.23218 -1.40653
C: -2.73042 2.30441 -2.05461
C: 0.95139 4.50742 6.04132
C: 1.35346 -2.20332 -3.29518
C: 2.47898 -2.36071 -4.11080
C: 2.98698 3.24977 -1.57456
C: -3.13723 3.26619 -3.00097
C: 1.98293 3.65736 6.40151
H: 0.42293 5.13605 2.17978
H: 4.21699 -0.12156 0.90907
H: -0.23029 4.96496 -3.15300
H: 1.70468 4.05536 1.60284
H: -2.85506 3.98701 0.58934
H: 2.41700 7.82149 -2.87100
H: 3.10288 2.70582 2.10549
H: 4.10958 2.09141 3.43305
H: 4.10537 -1.55130 1.94812
H: 2.62281 -2.19392 -0.32421
H: -4.14289 3.23741 -3.39806
H: -5.75113 -4.41404 1.85140
H: -0.16493 5.32474 4.41913
H: 4.73890 -2.43509 -1.60887
H: 3.96035 3.60243 0.27609
H: 2.65908 -1.51635 4.74294
H: 0.33660 3.20486 -1.48725
H: -2.50700 1.97984 3.38573
H: 3.01097 8.00050 -1.21769
H: -5.52120 -2.76746 2.53339
H: 4.94091 -0.10298 2.53211
H: 0.41198 5.06577 6.79592
H: -4.65243 1.31356 -2.00298
H: 2.24027 0.02394 5.48347
H: -4.12090 -3.85666 2.31731
H: -2.53182 4.98558 -4.13080
H: 4.02425 6.07467 -0.03910
H: 4.61792 -2.59357 -4.11281
H: -0.94350 2.08837 4.20483
H: -2.11143 5.06012 1.78686
H: -1.88531 3.55702 3.89296
H: 0.36763 -2.13401 -3.74014
H: 4.15133 7.76670 -2.54171
H: 3.88523 -0.26051 4.89239
H: 3.47834 2.31158 5.69982
H: 2.04483 3.13741 -3.46556
H: 2.26589 3.54581 7.43997
H: -1.43130 4.92795 0.15266
H: 2.17022 5.60052 -3.84828

**Charge**: -2
**E_HOMO**: -2.6755 eV
**Total energy**: -103302.334 eV
**Spin multiplicity**: 1

=====

The orbital gap results, record by record, are as follows: 5.0; 6.1 eV.